No. 1
Computed, not measured: C46H47N4OPSe2SiW as an isolated structure, with ωB97M-V with the def2-TZVPD basis set.

Properties
HOMO (spin up / spin down): -0.4612 / -0.4613 Ha
M: 1072.7 Da
net charge: +2

Positions of all 103 atoms, in Å:
W -0.4768 -0.8116 -0.3457
C -1.3875 -3.7561 0.6649
N -1.1066 -3.1103 -0.6563
C -2.2946 -3.1754 -1.5405
C -3.3189 -2.2180 -1.0579
C -4.6712 -2.5097 -1.1037
C -5.5707 -1.5878 -0.6057
C -5.0689 -0.4274 -0.0453
C -3.7058 -0.2143 -0.0438
N -2.8244 -1.0735 -0.5771
C -0.0557 -3.8919 -1.3431
C 1.2803 -3.5941 -0.7623
C 2.3159 -4.5056 -0.8158
C 3.5853 -4.0971 -0.4349
C 3.7545 -2.7855 -0.0357
C 2.6508 -1.9535 0.0190
N 1.4152 -2.3438 -0.3047
C -1.4077 -2.8160 1.8377
C -1.5488 -3.2816 3.1337
C -1.5880 -2.3729 4.1759
C -1.5407 -1.0161 3.8979
C -1.4450 -0.6345 2.5760
N -1.3092 -1.5150 1.5769
H -2.3536 -4.2635 0.6101
H -0.6397 -4.5282 0.8470
H -1.9750 -2.8936 -2.5439
H -2.6924 -4.1925 -1.5811
H -4.9990 -3.4539 -1.5173
H -6.6345 -1.7841 -0.6281
H -5.7170 0.3146 0.3986
H -3.3029 0.6809 0.3960
H -0.2861 -4.9598 -1.2969
H -0.0548 -3.6054 -2.3962
H 2.1306 -5.5105 -1.1712
H 4.4201 -4.7844 -0.4665
H 4.7232 -2.3968 0.2453
H 2.7607 -0.9360 0.3369
H -1.6194 -4.3458 3.3182
H -1.6668 -2.7232 5.1969
H -1.5888 -0.2644 4.6720
H -1.4291 0.4078 2.2955
Se -1.2773 1.6081 -0.8186
P -1.0386 1.2506 -2.9604
Se -0.0711 -0.7477 -2.7236
C -2.5879 1.0860 -3.8490
C -3.5914 2.0377 -3.6638
C -4.7868 1.9207 -4.3523
C -4.9872 0.8549 -5.2213
C -3.9934 -0.0957 -5.4030
C -2.7931 0.0144 -4.7158
C -0.0136 2.5044 -3.7205
C 1.2623 2.1859 -4.1804
C 2.0641 3.1806 -4.7218
C 1.5990 4.4845 -4.7949
C 0.3286 4.8047 -4.3288
C -0.4805 3.8182 -3.7942
H -3.4538 2.8625 -2.9743
H -5.5623 2.6616 -4.2119
H -5.9215 0.7705 -5.7605
H -4.1477 -0.9190 -6.0878
H -2.0150 -0.7226 -4.8730
H 1.6326 1.1722 -4.1200
H 3.0521 2.9334 -5.0863
H 2.2260 5.2585 -5.2171
H -0.0319 5.8228 -4.3875
H -1.4672 4.0819 -3.4320
C 4.1903 1.0129 0.0842
C 3.0911 1.9110 0.6679
C 2.3800 2.6231 -0.4958
C 3.7555 2.9832 1.5525
Si 1.8227 0.9633 1.7029
O 0.8505 0.0829 0.6075
C 2.5352 -0.3096 2.8758
C 1.9231 -1.5498 3.0754
C 2.4117 -2.4624 3.9993
C 3.5367 -2.1539 4.7511
C 4.1595 -0.9256 4.5776
C 3.6609 -0.0169 3.6542
C 0.7588 2.1335 2.7048
C 0.8054 2.0736 4.1016
C 0.0844 2.9651 4.8874
C -0.7081 3.9337 4.2898
C -0.7660 4.0156 2.9042
C -0.0332 3.1327 2.1248
H 4.9935 1.6409 -0.3121
H 3.8236 0.4117 -0.7520
H 4.6352 0.3488 0.8305
H 3.1281 3.1299 -1.1146
H 1.6811 3.3860 -0.1485
H 1.8312 1.9281 -1.1388
H 4.3478 3.6454 0.9142
H 4.4420 2.5558 2.2839
H 3.0300 3.6016 2.0839
H 1.0435 -1.8170 2.5007
H 1.9175 -3.4177 4.1323
H 3.9253 -2.8627 5.4706
H 5.0332 -0.6716 5.1634
H 4.1630 0.9374 3.5575
H 1.4081 1.3190 4.5933
H 0.1471 2.9055 5.9666
H -1.2673 4.6314 4.8994
H -1.3693 4.7803 2.4313
H -0.0729 3.2358 1.0471

Mulliken atomic charge list, values in e, 8 entries: atom 1 (W): 0.8597, atom 2 (C): -1.7657, atom 3 (N): -0.1425, atom 4 (C): -1.5910, atom 5 (C): 0.9997, atom 6 (C): -1.0364, atom 7 (C): -0.7018, atom 8 (C): -1.1336


No. 2
Computed, not measured: C32H56B3F5N6O4P2Pr as an isolated structure, with ωB97M-V with the def2-TZVPD basis set.

Properties
HOMO (spin up / spin down): -0.4012 / -0.4017 Ha
2S+1: 3
M: 919.1 Da
net charge: +1

Positions of all 109 atoms, in Å:
Pr 2.1029 0.5519 0.2164
C -3.8968 2.2158 2.3108
C -2.5374 1.8422 1.8089
N -2.3145 1.3020 0.6648
O -3.4437 0.9983 -0.0614
B -3.3854 0.3307 -1.3333
F -4.5963 -0.2163 -1.5737
F -2.9495 1.1142 -2.3684
O -2.4081 -0.9114 -1.2825
N -1.3707 -0.9401 -0.4331
C -1.5636 -1.4486 0.7550
C -2.9001 -1.9823 1.1264
C -0.5145 -1.4360 1.7554
N 0.5228 -0.7191 1.4693
O 1.5673 -0.6988 2.3994
B 1.7935 0.5863 3.1435
F 2.6148 0.3455 4.1681
F 2.5841 1.4491 2.1025
O 0.6328 1.3264 3.4805
N -0.3491 1.3305 2.4905
C -1.4036 2.0210 2.7212
C -1.5791 2.9234 3.8924
C -0.7388 -2.1327 3.0573
H -4.6417 1.8988 1.5858
H -3.9716 3.2932 2.4404
H -4.1066 1.7468 3.2692
H -3.5598 -1.9897 0.2620
H -3.3563 -1.3624 1.8979
H -2.8160 -2.9930 1.5207
H -0.6144 3.0988 4.3588
H -2.2452 2.4806 4.6287
H -2.0162 3.8662 3.5738
H -0.8732 -3.2046 2.9142
H -1.6360 -1.7445 3.5359
H 0.1046 -1.9629 3.7238
C 2.7769 1.9232 -4.0959
C 2.1521 3.1365 -3.4049
C 1.1298 3.7751 -4.3413
C 3.2968 4.1068 -3.1144
P 1.4065 2.5258 -1.7584
C -0.3243 1.8424 -2.1635
N -0.2366 0.4072 -2.3154
B -0.2097 -0.6626 -1.3552
N 0.4479 -1.7843 -1.9844
C 1.1515 -2.8849 -1.3769
P 2.7380 -2.2081 -0.5474
C 3.2518 -3.5307 0.7266
C 1.9945 -3.9808 1.4752
C 3.9457 -4.7804 0.1880
C 4.1812 -2.7970 1.7056
C 4.0327 -2.1580 -1.9332
C 5.3875 -1.8447 -1.2945
C 3.6643 -0.9455 -2.7921
C 4.1016 -3.3813 -2.8422
C 0.4680 -1.5087 -3.3521
C 0.6982 -2.3522 -4.4279
C 0.4301 -1.8707 -5.6985
C -0.0638 -0.5889 -5.8919
C -0.2627 0.2718 -4.8263
C 0.0222 -0.1859 -3.5511
C 1.1409 4.0481 -0.6393
C 0.3362 3.5530 0.5645
C 0.4070 5.2231 -1.2763
C 2.5262 4.4288 -0.0847
H 3.0684 2.1944 -5.1084
H 2.0854 1.0896 -4.1585
H 3.6684 1.6129 -3.5610
H 1.6571 4.1637 -5.2110
H 0.5789 4.5905 -3.8817
H 0.4166 3.0418 -4.7022
H 3.8975 4.2319 -4.0139
H 3.9495 3.7109 -2.3375
H 2.9421 5.0909 -2.8259
H -0.7753 2.2872 -3.0513
H -0.9661 2.0604 -1.3066
H 1.3855 -3.6502 -2.1180
H 0.5197 -3.3210 -0.5982
H 1.3621 -4.6031 0.8463
H 1.4321 -3.1305 1.8440
H 2.2829 -4.5834 2.3335
H 3.3188 -5.3129 -0.5244
H 4.1404 -5.4543 1.0220
H 4.9041 -4.5556 -0.2690
H 3.8084 -1.7992 1.9613
H 5.1844 -2.6863 1.3061
H 4.2636 -3.3594 2.6324
H 5.2945 -1.0244 -0.5791
H 6.0804 -1.5239 -2.0696
H 5.8243 -2.7094 -0.8080
H 3.6941 -0.0334 -2.1900
H 2.6857 -1.0548 -3.2526
H 4.3910 -0.8443 -3.5979
H 4.2120 -4.3087 -2.2958
H 4.9667 -3.2743 -3.4939
H 3.2217 -3.4445 -3.4771
H 1.0189 -3.3741 -4.2928
H 0.5572 -2.5224 -6.5465
H -0.3306 -0.2609 -6.8834
H -0.7224 1.2311 -4.9908
H -0.6597 3.2022 0.3034
H 0.2138 4.3625 1.2846
H 0.8872 2.7457 1.0672
H -0.5288 4.8973 -1.7232
H 1.0033 5.7222 -2.0312
H 0.1737 5.9646 -0.5148
H 3.0674 5.1136 -0.7292
H 3.1442 3.5322 0.0698
H 2.4159 4.9280 0.8786
F 4.0097 1.0485 -0.2556

Mulliken atomic charge list, values in e, 8 entries: atom 1 (Pr): 1.0071, atom 2 (C): -1.9313, atom 3 (C): 0.7126, atom 4 (N): 0.2461, atom 5 (O): -0.5747, atom 6 (B): 0.5336, atom 7 (F): -0.3147, atom 8 (F): -0.2368


No. 3
Computed, not measured: a 6-piece molecular cluster, C43H74F5I2N9O6 overall, with ωB97M-V with the def2-TZVPD basis set.

Properties
HOMO: -0.3198 Ha
M: 1161.9 Da
net charge: 0

Positions of all 139 atoms, in Å:
C 0.3016 5.5251 0.1370
C 0.3299 4.0019 0.1647
I -0.3941 3.0150 -1.5584
C 0.7856 3.3250 1.2095
I 1.5041 4.2939 2.9722
C 0.8637 1.8358 1.2568
C 2.0483 1.1493 0.8061
C 3.1783 2.0505 0.2938
N 3.1930 2.0890 -1.1846
C 2.1597 -0.2124 0.8418
C 3.3526 -1.0207 0.3656
F 4.3211 -0.3390 -0.3139
F 2.9870 -2.0546 -0.4648
C 4.0813 -1.6967 1.5507
C 5.2010 -2.4776 1.2699
C 5.9085 -3.0685 2.2920
C 5.5495 -2.9071 3.6192
C 4.4283 -2.1452 3.8996
C 3.9683 -1.9210 5.3258
F 3.0383 -2.8746 5.6392
F 3.3831 -0.7448 5.5399
F 4.9907 -2.1330 6.1749
C 3.7201 -1.5500 2.8705
C 1.0522 -0.9432 1.3863
N 1.1946 -2.3003 1.4592
C 0.1789 -2.9459 1.9572
C 0.2894 -4.4630 2.0592
C 1.1242 -4.9296 0.8315
O 0.7889 -4.6610 -0.3015
C -1.0075 -2.2699 2.3643
N -1.2138 -0.9782 2.3296
C -0.1144 -0.3245 1.8304
C -0.1868 1.1063 1.7699
C -1.4371 1.8195 2.3098
N -2.1745 2.6167 1.3196
H 0.1047 5.9523 1.1242
H 1.3247 5.8416 -0.1360
H -0.3528 5.9148 -0.6498
H 3.1162 3.0813 0.6592
H 4.1137 1.6396 0.6995
H 2.3669 1.6298 -1.5513
H 4.0048 1.6047 -1.5442
H 5.5398 -2.6066 0.2421
H 6.8014 -3.6543 2.0735
H 6.0973 -3.3321 4.4568
H 2.8680 -0.9390 3.1686
H 0.8775 -4.6977 2.9612
H -0.6873 -4.9577 2.0928
H 2.0656 -5.4918 1.0035
H -1.8288 -2.8894 2.7417
H -2.1299 1.1193 2.7949
H -1.0771 2.4847 3.1147
H -2.9276 3.0871 1.8158
H -2.5346 2.0105 0.5910
C 4.7108 -4.1522 -4.6336
C 4.6062 -3.5851 -3.2216
C 5.5804 -2.4243 -2.9554
O 6.9216 -2.8281 -2.7268
C 7.6845 -3.0535 -3.8978
N 4.7827 -4.6742 -2.2539
H 5.6027 -4.7643 -4.7712
H 3.8510 -4.7878 -4.8485
H 4.7267 -3.3523 -5.3773
H 3.5925 -3.1912 -3.1058
H 5.2666 -1.9276 -2.0345
H 5.5329 -1.6672 -3.7486
H 7.4132 -2.3622 -4.7005
H 7.5754 -4.0857 -4.2385
H 8.7342 -2.8979 -3.6463
H 4.6204 -4.3085 -1.3184
H 5.7706 -4.9190 -2.2505
C -2.4884 6.1547 3.1371
C -3.7185 5.8429 2.2862
C -4.5387 7.0891 1.9162
O -5.3536 7.5869 2.9618
C -4.6904 8.4350 3.8817
N -4.5362 4.8377 2.9765
H -2.7405 6.3894 4.1714
H -1.8194 5.2939 3.1598
H -1.9304 6.9978 2.7222
H -3.3602 5.4015 1.3488
H -5.2323 6.8094 1.1173
H -3.9000 7.8847 1.5112
H -3.9283 9.0494 3.3940
H -4.2426 7.8537 4.6910
H -5.4373 9.0951 4.3234
H -5.3080 4.5627 2.3701
H -4.9982 5.3026 3.7541
C -4.6697 2.4407 -6.2941
C -3.9397 2.7043 -4.9812
C -4.0280 4.1656 -4.5105
O -3.1677 5.0567 -5.2009
C -3.6735 5.5398 -6.4313
N -2.5484 2.2577 -5.1139
H -4.1284 2.8313 -7.1559
H -4.7881 1.3679 -6.4509
H -5.6666 2.8874 -6.2849
H -4.4214 2.0900 -4.2138
H -3.7054 4.2023 -3.4662
H -5.0617 4.5328 -4.5299
H -4.7572 5.6844 -6.3982
H -3.4096 4.8664 -7.2503
H -3.2013 6.5023 -6.6303
H -2.0940 2.3515 -4.2104
H -2.0665 2.9367 -5.6985
C 2.1515 -9.6128 1.3538
C 2.8550 -8.6274 0.4258
C 3.9615 -9.2685 -0.4263
O 5.1695 -9.5179 0.2721
C 5.1933 -10.7263 1.0096
N 3.3642 -7.5054 1.2215
H 2.7642 -9.8835 2.2140
H 1.2316 -9.1738 1.7427
H 1.8837 -10.5287 0.8227
H 2.1005 -8.2384 -0.2650
H 4.2256 -8.5627 -1.2186
H 3.6075 -10.1800 -0.9245
H 4.6362 -11.5220 0.5071
H 4.8015 -10.5728 2.0179
H 6.2339 -11.0379 1.1038
H 3.7519 -6.8091 0.5880
H 4.1761 -7.8409 1.7351
C -7.4964 2.5037 -1.2226
C -6.2484 2.7182 -0.3730
C -6.4867 2.5310 1.1343
O -7.1334 3.6234 1.7655
C -8.5466 3.6273 1.6598
N -5.6931 4.0420 -0.6711
H -8.1954 3.3375 -1.1517
H -7.2240 2.4041 -2.2742
H -8.0203 1.5920 -0.9274
H -5.5159 1.9643 -0.6788
H -5.5095 2.4544 1.6220
H -7.0149 1.5930 1.3453
H -8.9591 2.6152 1.6842
H -8.8649 4.1412 0.7502
H -8.9421 4.1839 2.5095
H -4.8113 4.1444 -0.1721
H -6.3012 4.7304 -0.2325

Mulliken atomic charge list, values in e, 8 entries: atom 1 (C): -1.3648, atom 2 (C): 0.7983, atom 3 (I): 0.0265, atom 4 (C): -1.8407, atom 5 (I): 0.1386, atom 6 (C): 0.2463, atom 7 (C): 1.2122, atom 8 (C): -1.1452


No. 4
Computed, not measured: C40H44F12N3O2PdS3Sb as an isolated structure, with ωB97M-V with the def2-TZVPD basis set.

Properties
HOMO (spin up / spin down): -0.0704 / -0.0649 Ha
2S+1: 3
M: 1151.2 Da
net charge: -2

Positions of all 106 atoms, in Å:
Pd -0.2562 -0.8484 -0.7770
C 1.5354 2.5218 -6.5534
C 0.7160 1.8869 -5.4641
C -0.3681 2.5458 -4.8928
C -1.1264 1.9452 -3.9202
C -0.8362 0.6479 -3.4436
N -1.5721 0.1285 -2.4349
C -2.9103 0.1801 -2.3946
C -3.6703 0.2363 -3.5901
C -5.0338 0.1125 -3.5945
C -5.7449 -0.0762 -2.4086
C -7.2287 -0.3159 -2.4410
C -5.0287 -0.0851 -1.2215
C -3.6523 0.0738 -1.1896
C -2.9025 0.0492 0.1429
O -1.6592 0.5683 0.1475
C -3.6902 0.8464 1.2285
F -4.8402 0.3195 1.7023
F -4.0191 2.0670 0.7797
F -2.9503 1.0506 2.3345
C -2.8176 -1.4412 0.6023
F -3.9645 -1.9688 1.0844
F -1.9055 -1.5840 1.5749
F -2.4543 -2.2527 -0.4114
C 0.2741 -0.0153 -4.0185
C 1.0089 0.6039 -5.0187
C 0.5977 -1.4593 -3.6108
O -0.0967 -2.0189 -2.6252
C 0.3969 -2.3480 -4.8805
F -0.7109 -2.0135 -5.5619
F 0.2807 -3.6459 -4.5917
F 1.4043 -2.2822 -5.7886
C 2.0932 -1.5547 -3.1697
F 3.0581 -1.0232 -3.9585
F 2.2139 -0.9108 -1.9856
F 2.4800 -2.8222 -2.9705
H 1.0714 3.4473 -6.8878
H 1.6216 1.8495 -7.4077
H 2.5451 2.7491 -6.2085
H -0.6178 3.5464 -5.2228
H -1.9673 2.4599 -3.4767
H -3.1276 0.3336 -4.5204
H -5.5667 0.1292 -4.5384
H -7.7254 0.3974 -3.0996
H -7.6604 -0.2335 -1.4460
H -7.4371 -1.3187 -2.8193
H -5.5652 -0.2378 -0.2966
H 1.8291 0.0901 -5.4983
S 5.5393 -4.2628 2.9025
C 3.9920 -4.1876 2.3207
S 3.4888 -2.8943 1.2576
C 1.7983 -3.5571 1.2949
N 1.7577 -4.6313 2.0061
N 2.9326 -5.0017 2.5700
C 2.8785 -6.1884 3.3144
C 3.9745 -6.7473 3.9688
C 3.8255 -7.9221 4.6827
C 2.6005 -8.5610 4.7613
C 1.5110 -8.0142 4.0991
C 1.6435 -6.8423 3.3846
S 0.4684 -2.9086 0.5337
H 4.9353 -6.2665 3.9242
H 4.6886 -8.3362 5.1881
H 2.4942 -9.4717 5.3342
H 0.5472 -8.5064 4.1405
H 0.8007 -6.4095 2.8701
C 1.0512 4.6643 3.7766
C -0.1322 3.7684 3.4501
C -0.5575 3.0199 4.7075
C -1.3005 4.6271 2.9866
Sb 0.0212 2.0342 1.8717
C 0.4795 3.1828 -0.0518
C 1.0711 2.2653 -1.1123
C -0.8767 3.6600 -0.5453
C 1.4089 4.3718 0.1496
C 2.0577 1.0502 2.2966
C 1.7457 0.0164 3.3702
C 2.5186 0.3268 1.0431
C 3.1633 1.9749 2.7792
H 0.7494 5.4463 4.4822
H 1.4413 5.1546 2.8906
H 1.8517 4.0976 4.2410
H -0.8733 3.7087 5.4973
H 0.2645 2.4208 5.0934
H -1.3919 2.3559 4.4832
H -1.6792 5.2559 3.7981
H -2.1189 3.9963 2.6443
H -1.0046 5.2848 2.1728
H 0.6054 1.2651 -1.0832
H 2.1471 2.1632 -1.0002
H 0.8823 2.6815 -2.1047
H -1.5347 2.8053 -0.6848
H -0.7703 4.1706 -1.5066
H -1.3388 4.3458 0.1638
H 2.3552 4.0659 0.5917
H 0.9539 5.1247 0.7889
H 1.6198 4.8340 -0.8181
H 0.9699 -0.6696 3.0280
H 1.4009 0.4960 4.2869
H 2.6377 -0.5687 3.6048
H 1.6808 -0.1922 0.5370
H 3.2658 -0.4220 1.3090
H 2.9856 1.0072 0.3373
H 2.9149 2.4040 3.7445
H 3.3510 2.7817 2.0744
H 4.0880 1.4039 2.8957

Mulliken atomic charge list, values in e, 8 entries: atom 1 (Pd): -0.4290, atom 2 (C): -1.5643, atom 3 (C): 0.5264, atom 4 (C): -1.2960, atom 5 (C): 0.2114, atom 6 (C): 0.0397, atom 7 (N): 1.4317, atom 8 (C): -0.1976


No. 5
Computed, not measured: a 2-piece molecular cluster, C2H5FNO2S overall, with ωB97M-V with the def2-TZVPD basis set.

Properties
HOMO (spin up / spin down): -0.1239 / -0.1197 Ha
M: 126.1 Da
net charge: -1

Positions of all 12 atoms, in Å:
C 0.7001 -1.1725 -0.3481
C 0.0919 0.0919 0.1314
N -2.0326 -0.2310 -0.6711
O -3.2396 1.9815 -0.3219
O -3.8002 0.1358 1.4370
F -2.0791 -1.6682 -0.5262
S -3.4962 0.5621 0.0295
H 1.7969 -1.0294 -0.4604
H 0.6533 -2.1194 0.2948
H 0.1111 -1.6389 -1.2320
H -0.0711 0.1727 1.1776
H 0.3752 1.0096 -0.2508

Mulliken atomic charge list, values in e, 8 entries: atom 1 (C): -0.7275, atom 2 (C): -0.5527, atom 3 (N): -0.1506, atom 4 (O): -0.5518, atom 5 (O): -0.5699, atom 6 (F): -0.2538, atom 7 (S): 0.4193, atom 8 (H): 0.2905